Entry 1:
Molecular formula: C5H14N
Method: DFT, the ωB97M-V functional and the def2-TZVPD basis

CARTESIAN COORDINATES (ANGSTROEM)
C: 2.20715 0.43285 -0.72030
C: 0.75811 0.39444 -0.07331
C: -0.28167 -0.09145 -1.22406
C: -1.66530 -0.38559 -0.71065
C: -2.28224 0.72482 0.11552
N: 0.63287 -0.46880 0.89643
H: 2.51769 -0.55611 -1.03913
H: 2.86213 0.75845 0.07834
H: 2.17121 1.12941 -1.54781
H: 0.49964 1.41434 0.17916
H: -0.24506 0.72180 -1.95138
H: 0.10414 -0.99127 -1.68809
H: -2.31804 -0.69147 -1.52350
H: -1.51972 -1.24226 -0.04123
H: -2.32603 1.64596 -0.47144
H: -3.29536 0.52172 0.45683
H: -1.65561 0.95082 0.97904
H: 1.90412 -1.91408 2.91236
H: 0.33988 -0.18353 1.84396
H: 1.59210 -2.17005 3.52927

Summary:
Lowest unoccupied orbital energy ... -8.4 eV
Net charge ... +1

Listed below, in e, are the Löwdin charges computed for each atom: atom 1 (C): 0.06, atom 2 (C): -0.41, atom 3 (C): -0.07, atom 4 (C): -0.25, atom 5 (C): -0.08, atom 6 (N): 0.36, atom 7 (H): 0.10, atom 8 (H): 0.10, atom 9 (H): 0.11, atom 10 (H): 0.14, atom 11 (H): 0.14, atom 12 (H): 0.13, atom 13 (H): 0.13, atom 14 (H): 0.12, atom 15 (H): 0.09, atom 16 (H): 0.09, atom 17 (H): 0.06, atom 18 (H): 0.00, atom 19 (H): 0.13, atom 20 (H): 0.03

Entry 2:
Molecular formula: C5H10O2
Method: DFT, the ωB97M-V functional and the def2-TZVPD basis

CARTESIAN COORDINATES (ANGSTROEM)
C: 2.06206 -1.00773 -0.42097
C: 1.07401 -0.80827 0.72264
O: 0.38886 0.43476 0.61857
C: -0.98851 0.32384 0.28545
C: -1.65403 1.66098 0.52164
C: -0.98372 -0.05894 -1.18347
O: -1.18472 -1.17045 -1.60886
H: 2.73711 -0.15419 -0.52779
H: 2.66909 -1.90443 -0.24715
H: 1.50376 -1.13125 -1.35286
H: 0.36655 -1.64570 0.69357
H: 1.57375 -0.82645 1.69838
H: -1.46575 -0.46335 0.88826
H: -2.73525 1.56292 0.38292
H: -1.46470 2.00518 1.54141
H: -1.26312 2.42109 -0.16343
H: -0.63539 0.76200 -1.84831

Summary:
Lowest unoccupied orbital energy ... 1.0 eV
Structure (SMILES) ... CCO[C@@H](C)C=O

Listed below, in e, are the Löwdin charges computed for each atom: atom 1 (C): -0.07, atom 2 (C): -0.26, atom 3 (O): -0.12, atom 4 (C): -0.39, atom 5 (C): -0.03, atom 6 (C): -0.22, atom 7 (O): 0.07, atom 8 (H): 0.08, atom 9 (H): 0.08, atom 10 (H): 0.07, atom 11 (H): 0.12, atom 12 (H): 0.12, atom 13 (H): 0.15, atom 14 (H): 0.09, atom 15 (H): 0.09, atom 16 (H): 0.09, atom 17 (H): 0.14

Entry 3:
Molecular formula: C35H83NO2P2PtSi3Te
Method: DFT, the ωB97M-V functional and the def2-TZVPD basis

CARTESIAN COORDINATES (ANGSTROEM)
Pt: 0.87944 -0.80426 -0.24429
C: 0.08494 -0.94915 5.00994
P: 0.88179 0.15031 3.78489
C: 1.39113 1.53841 4.87484
C: 2.51632 -0.66842 3.56196
C: 3.34607 -0.04380 2.44197
P: 3.07622 -0.61864 0.71060
C: 4.29047 0.46423 -0.12042
C: 3.91492 -2.22041 0.70881
H: 0.78848 -1.17519 5.81397
H: -0.23709 -1.88148 4.54701
H: -0.78816 -0.45462 5.43684
H: 1.84255 1.16486 5.79611
H: 0.52340 2.14771 5.13475
H: 2.11472 2.18087 4.36912
H: 2.38154 -1.74073 3.40983
H: 3.04446 -0.54542 4.51110
H: 4.40825 -0.25633 2.59356
H: 3.24504 1.04391 2.46908
H: 5.04451 0.78299 0.60114
H: 3.82437 1.34612 -0.55342
H: 4.78460 -0.08940 -0.91416
H: 4.94627 -2.07485 1.03712
H: 3.89801 -2.63276 -0.29855
H: 3.40361 -2.92638 1.35696
C: -3.78558 1.88931 0.53670
Si: -2.97094 3.36229 1.33048
C: -3.99063 4.09742 2.68961
C: -2.58926 4.67529 0.07456
C: -1.41769 2.72010 2.25618
Te: 0.16893 1.84002 1.18527
C: 0.82224 3.63149 0.29471
Si: 2.00946 4.77338 1.27331
C: 3.65930 3.92587 1.36702
C: 1.32303 5.06123 2.97591
C: 2.10352 6.33370 0.28890
H: -4.26725 2.15825 -0.40625
H: -4.55866 1.47888 1.19080
H: -3.07692 1.08597 0.31813
H: -4.96330 4.39659 2.28798
H: -3.51821 4.99004 3.10611
H: -4.17216 3.39452 3.50572
H: -3.54845 5.02528 -0.31928
H: -2.00121 4.32927 -0.77834
H: -2.09195 5.54216 0.51872
H: -1.75497 1.94898 2.95556
H: -0.96766 3.53114 2.83695
H: -0.09796 4.17947 0.08642
H: 1.29140 3.35851 -0.65379
H: 3.58613 2.94762 1.84723
H: 4.36747 4.52147 1.94827
H: 4.08851 3.78492 0.37122
H: 1.08514 4.13102 3.49781
H: 0.42215 5.68051 2.95431
H: 2.06258 5.58830 3.58431
H: 2.44216 6.14047 -0.73167
H: 2.81342 7.02801 0.74682
H: 1.13546 6.83744 0.23714
C: 0.77169 -3.55992 2.05335
C: 0.52380 -3.74527 0.56220
C: 0.92496 -5.14026 0.10850
O: 1.27594 -2.81696 -0.18849
H: 0.05821 -4.11821 2.65964
H: 0.67873 -2.49732 2.29812
H: 1.77308 -3.90163 2.33101
H: -0.55220 -3.63275 0.38298
H: 2.00368 -5.27413 0.21785
H: 0.66498 -5.29950 -0.93856
H: 0.42002 -5.90007 0.71036
C: 3.31910 -0.76519 -2.99676
C: 2.10804 0.03773 -3.49279
C: 2.14615 -0.01660 -5.02653
C: 2.27052 1.50906 -3.05693
Si: 0.48191 -0.46707 -2.57902
C: -0.04919 -2.69801 -3.51854
C: -0.55736 -2.49172 -4.91119
C: -1.05925 -3.15753 -2.51173
C: 1.28942 -3.35519 -3.40909
C: -1.09381 0.53120 -3.11364
C: -1.07383 1.03672 -4.56016
C: -2.39831 -0.23015 -2.85612
C: -1.14148 1.75960 -2.18790
H: 4.22182 -0.15882 -3.11919
H: 3.47080 -1.66723 -3.58033
H: 3.23569 -1.05964 -1.95267
H: 3.13431 0.31391 -5.36324
H: 1.41377 0.62657 -5.50394
H: 2.01509 -1.03001 -5.40379
H: 3.27264 1.84897 -3.33715
H: 2.15965 1.63662 -1.97593
H: 1.55675 2.16401 -3.55872
H: -1.52073 -1.99083 -4.94921
H: -0.70245 -3.49596 -5.33710
H: 0.14882 -1.98107 -5.56122
H: -2.05925 -2.79867 -2.73157
H: -0.78741 -2.89008 -1.49251
H: -1.07297 -4.25560 -2.55273
H: 1.97727 -3.02397 -4.18091
H: 1.11654 -4.42917 -3.57313
H: 1.72360 -3.25850 -2.41181
H: -0.91106 0.25206 -5.29535
H: -0.32153 1.80973 -4.71255
H: -2.04611 1.49110 -4.77755
H: -2.58208 -0.99651 -3.60707
H: -3.23221 0.47767 -2.91857
H: -2.41783 -0.68658 -1.86708
H: -0.27588 2.41519 -2.27999
H: -1.25046 1.45604 -1.14456
H: -2.03040 2.34462 -2.44885
O: -1.71138 -1.42177 0.24967
C: -2.71993 -1.55034 0.93886
C: -2.72507 -1.97513 2.37830
C: -3.03882 -3.49644 2.38485
C: -4.22631 -3.98951 1.53956
C: -4.00157 -3.92305 0.01529
C: -4.30637 -2.54434 -0.58963
N: -3.97908 -1.47966 0.38060
H: -3.50169 -1.43313 2.92548
H: -1.75835 -1.78475 2.84260
H: -3.18693 -3.79749 3.42286
H: -2.15259 -4.01997 2.02963
H: -5.14730 -3.46367 1.81519
H: -4.39426 -5.03087 1.81507
H: -4.62015 -4.67115 -0.48133
H: -2.95949 -4.19021 -0.19473
H: -5.36534 -2.44238 -0.81890
H: -3.75417 -2.37789 -1.51091
H: -4.68641 -1.45542 1.10215

Summary:
Lowest unoccupied orbital energy (alpha / beta) ... -4.3 / -7.4 eV
Net charge ... +2
Spin multiplicity ... 5
Expectation value of S² ... 6.0161

Atomic partial charges in e from the Löwdin method, atoms 1 to 99: atom 1 (Pt): 0.61, atom 2 (C): -0.26, atom 3 (P): 0.80, atom 4 (C): -0.27, atom 5 (C): -0.39, atom 6 (C): -0.40, atom 7 (P): 0.76, atom 8 (C): -0.23, atom 9 (C): -0.22, atom 10 (H): 0.06, atom 11 (H): 0.02, atom 12 (H): 0.05, atom 13 (H): 0.06, atom 14 (H): 0.05, atom 15 (H): 0.03, atom 16 (H): 0.06, atom 17 (H): 0.10, atom 18 (H): 0.10, atom 19 (H): 0.04, atom 20 (H): 0.06, atom 21 (H): 0.03, atom 22 (H): 0.04, atom 23 (H): 0.07, atom 24 (H): 0.05, atom 25 (H): 0.03, atom 26 (C): -0.17, atom 27 (Si): 0.42, atom 28 (C): -0.17, atom 29 (C): -0.17, atom 30 (C): -0.53, atom 31 (Te): 1.38, atom 32 (C): -0.52, atom 33 (Si): 0.41, atom 34 (C): -0.16, atom 35 (C): -0.17, atom 36 (C): -0.16, atom 37 (H): 0.05, atom 38 (H): 0.04, atom 39 (H): 0.00, atom 40 (H): 0.05, atom 41 (H): 0.04, atom 42 (H): 0.04, atom 43 (H): 0.05, atom 44 (H): 0.02, atom 45 (H): 0.04, atom 46 (H): 0.01, atom 47 (H): 0.00, atom 48 (H): -0.01, atom 49 (H): 0.00, atom 50 (H): 0.00, atom 51 (H): 0.05, atom 52 (H): 0.04, atom 53 (H): 0.00, atom 54 (H): 0.05, atom 55 (H): 0.05, atom 56 (H): 0.04, atom 57 (H): 0.05, atom 58 (H): 0.04, atom 59 (C): -0.06, atom 60 (C): -0.57, atom 61 (C): -0.03, atom 62 (O): -0.45, atom 63 (H): 0.08, atom 64 (H): 0.03, atom 65 (H): 0.08, atom 66 (H): 0.09, atom 67 (H): 0.09, atom 68 (H): 0.07, atom 69 (H): 0.09, atom 70 (C): -0.11, atom 71 (C): -0.62, atom 72 (C): -0.07, atom 73 (C): -0.10, atom 74 (Si): 0.87, atom 75 (C): -0.40, atom 76 (C): -0.05, atom 77 (C): -0.08, atom 78 (C): -0.06, atom 79 (C): -0.62, atom 80 (C): -0.07, atom 81 (C): -0.10, atom 82 (C): -0.14, atom 83 (H): 0.09, atom 84 (H): 0.08, atom 85 (H): 0.01, atom 86 (H): 0.10, atom 87 (H): 0.07, atom 88 (H): 0.07, atom 89 (H): 0.10, atom 90 (H): 0.03, atom 91 (H): 0.07, atom 92 (H): 0.07, atom 93 (H): 0.12, atom 94 (H): 0.08, atom 95 (H): 0.06, atom 96 (H): 0.03, atom 97 (H): 0.12, atom 98 (H): 0.08, atom 99 (H): 0.12

| no. | largest force on an atom (eV Å⁻¹) |
| --- | --- |
| 1 | 2.55 |
| 2 | 0.54 |
| 3 | 0.53 |